{"formula": "CHN3S2", "method": "ωB97M-V/def2-TZVPD", "symbols": ["N", "N", "S", "C", "S", "H", "N"], "xyz": [[-0.5962, -0.6884, -0.5477], [-2.0356, 0.1341, 1.0471], [2.4957, -0.6029, 0.4062], [1.7601, -0.1211, -0.8679], [1.3783, 0.6685, -2.1316], [-1.7858, 0.8319, 1.8301], [-1.2165, -0.2221, 0.2640]], "forces_ev_per_a": [[-0.7, -0.3, 0.2], [-2.2, 2.2, 3.7], [-0.3, -0.6, 0.4], [1.6, 1.0, 0.1], [-0.3, 0.1, -0.8], [0.0, -1.5, -2.0], [1.8, -0.8, -1.5]], "homo_energy_ev": -9.338, "homo_lumo_gap_ha": 0.3325, "max_force_ha_per_bohr": 0.0936}


{"formula": "C33H55CoNP2", "method": "ωB97M-V/def2-TZVPD", "symbols": ["H", "C", "H", "H", "H", "H", "H", "H", "H", "H", "H", "H", "H", "H", "C", "H", "H", "H", "C", "C", "H", "C", "H", "H", "C", "H", "C", "C", "C", "H", "H", "C", "H", "C", "H", "H", "C", "P", "C", "P", "H", "H", "H", "C", "H", "H", "C", "H", "H", "H", "H", "H", "H", "H", "H", "C", "H", "H", "C", "H", "C", "C", "C", "H", "H", "H", "C", "H", "N", "H", "C", "H", "Co", "H", "C", "H", "C", "H", "C", "H", "H", "C", "H", "C", "H", "C", "C", "C", "C", "C", "C", "H"], "xyz": [[0.3274, -3.9136, 2.1229], [1.9545, 1.7669, -4.9182], [-4.2031, -0.0038, 0.6726], [0.9622, -2.3195, -2.2335], [3.2792, -1.5616, 1.7359], [-5.3965, -1.2187, 3.8514], [2.5735, -2.5731, -3.0353], [-0.0401, 3.5189, 1.4509], [5.2444, 1.7406, -4.0275], [0.0644, 2.6361, -4.4033], [-4.5068, 0.2715, 3.4162], [3.8179, 3.5616, -3.7953], [-2.6988, -1.6472, 3.8261], [-5.1028, -3.1307, 2.7764], [-1.4376, -3.5307, -1.2483], [2.8798, 2.1501, -5.3593], [1.0202, 3.1104, 0.0632], [2.8633, -2.9449, 2.7440], [-3.4320, -2.2207, -0.8698], [2.4598, -2.2049, 2.0425], [-3.2866, -3.8221, -2.3275], [-0.7368, -2.7793, -0.2579], [-3.7802, -3.4013, 1.6165], [1.3296, 3.7765, -4.8489], [2.4209, 0.9756, 2.7970], [0.2910, -3.0124, -0.0052], [-0.0257, 3.1761, 0.3976], [1.3583, -1.4049, 2.6207], [1.3364, -0.0107, 2.9479], [-2.5605, 3.2263, 0.0558], [0.1431, 2.4297, 3.3154], [2.6129, 3.0589, -2.1353], [3.8065, 0.8613, -0.5765], [-1.8907, -1.1395, 4.3786], [2.4037, -2.5721, -1.2344], [1.9828, -0.3919, -4.5817], [3.9118, 2.9275, -2.8942], [2.5034, -0.4713, -2.1101], [-2.7708, -3.2358, -1.5568], [-0.8684, 1.5597, 0.2978], [-2.6991, -0.0369, 1.6611], [-0.5873, 3.8797, -0.2272], [-0.0150, -0.5627, -1.9293], [-2.5597, 2.1943, 0.4143], [-1.6585, -1.7713, 5.2564], [-2.2767, -0.1893, 4.7666], [2.0521, -2.1590, -2.1845], [-1.3498, -3.4807, 2.4675], [-0.1440, 0.4853, -3.3956], [-1.9575, 0.7203, -1.6786], [3.1512, -0.7782, -0.1395], [-5.3165, -2.6811, 1.0541], [4.6549, 3.4696, -2.2862], [2.0966, 0.6287, 0.1116], [-0.9258, -4.3427, -1.7689], [-0.4746, 1.6533, 3.7703], [-0.2573, -3.8934, 3.7919], [2.7760, 3.6147, -1.1602], [-5.0283, -0.6091, 3.0165], [2.0556, 1.8866, 2.3050], [2.3286, 0.5545, -4.1146], [0.0128, 0.4913, -2.2982], [-1.0355, 1.3245, -1.6102], [-1.5032, 1.8057, 3.4114], [-1.1695, 2.3512, -2.0369], [2.1255, -2.7587, 1.1603], [0.1096, -1.9530, 2.9882], [5.2682, 1.3109, -2.3595], [-4.0926, -1.4133, 2.2367], [-2.9195, 2.1589, 1.4429], [0.0494, 0.3046, 3.4566], [-4.4579, -1.9660, -1.1364], [1.7202, 1.4769, -2.5574], [-0.4799, 1.8430, 4.8517], [-1.3987, -1.7445, 0.3207], [2.9018, 1.3141, 3.7421], [-0.3155, -3.3662, 2.8282], [3.2295, 0.6057, 2.1731], [2.9147, 0.2185, -0.5201], [0.6146, 3.8799, -2.3223], [1.3523, 1.3402, -5.7354], [4.5729, 1.5214, -3.1839], [-3.2253, 1.6101, -0.2164], [3.6624, 0.3425, -3.4566], [4.2772, -0.5028, -3.8008], [-0.6720, -0.9145, 3.5793], [1.3414, 3.2057, -2.7807], [1.1233, 2.8879, -4.2528], [-3.4537, -0.6609, 1.1628], [-4.6015, -2.7250, 1.8908], [-2.7485, -1.5374, 0.1833], [-5.8772, -0.2706, 2.3987]], "forces_ev_per_a": [[-0.1, 0.2, 0.3], [0.4, -0.8, -1.2], [0.2, -0.2, 0.0], [0.5, 0.1, -0.2], [0.3, 0.0, 0.0], [0.0, 0.3, -0.2], [0.1, -0.5, -0.1], [0.0, -0.1, -0.6], [-0.3, -0.6, -0.1], [0.2, 0.3, 0.2], [-0.2, -0.2, -0.1], [0.2, -0.6, 0.0], [0.4, 0.2, 0.0], [0.0, 0.0, -0.2], [0.4, 0.3, 0.6], [-0.2, 0.2, 0.1], [-0.3, 0.1, 0.2], [0.0, 0.1, -0.1], [0.8, 0.2, 0.5], [0.4, 0.0, 0.0], [0.2, 0.3, 0.3], [-0.1, -0.7, -1.6], [-0.3, 0.2, 0.0], [-0.1, 0.2, 0.1], [0.7, 0.7, 0.0], [0.0, 0.0, -0.1], [0.3, 0.3, 0.2], [-2.3, -2.0, 0.5], [-2.0, 1.3, 0.9], [-0.2, 0.0, 0.1], [0.0, 0.0, 0.1], [0.1, 3.0, 0.2], [-0.4, -0.4, 0.1], [-0.4, 0.1, 0.5], [0.1, -0.3, -0.2], [-0.1, 0.6, 0.5], [1.0, 0.5, -0.1], [1.0, 4.1, -1.3], [0.3, 0.1, -0.1], [0.3, -0.9, -1.4], [-0.2, 0.1, -0.3], [0.3, 0.2, 0.1], [-0.2, 0.8, -0.3], [-0.5, 0.5, 0.3], [0.0, 0.2, -0.3], [0.0, -0.2, -0.1], [-0.5, -0.5, 0.2], [0.3, 0.2, 0.1], [-0.2, -0.4, 0.3], [-0.1, 0.6, 0.0], [0.6, 0.3, 1.2], [-0.1, -0.2, 0.1], [-0.1, -0.2, -0.3], [0.4, -0.2, -0.6], [-0.1, 0.1, 0.2], [-0.1, 0.4, 0.6], [0.0, 0.0, -0.2], [-0.7, -1.1, -1.0], [0.4, -0.2, -0.4], [0.0, 0.0, 0.1], [1.2, -1.4, -0.4], [-0.6, 0.2, 0.2], [-0.3, 0.0, 0.9], [0.2, -0.1, 0.1], [-0.1, -0.9, 0.1], [0.0, -0.1, 0.0], [2.0, 0.2, -1.0], [-0.3, -0.2, -0.1], [0.0, -0.4, 0.2], [-0.1, 0.2, -0.1], [1.1, -0.7, -0.5], [0.2, -0.1, 0.3], [-1.8, -5.4, 0.7], [-0.1, 0.1, -0.1], [-0.7, -0.6, 0.3], [-0.5, -0.3, -0.4], [-0.1, -0.7, 0.3], [0.2, -0.2, 0.0], [0.0, -0.8, 0.9], [-0.1, -0.5, -0.1], [0.1, 0.6, 0.1], [0.0, 1.5, 0.7], [0.0, 0.0, 0.1], [0.9, -2.3, 0.1], [-0.1, 0.4, -0.6], [0.4, 0.7, 0.1], [0.7, 3.7, 0.7], [-0.7, 0.4, 0.0], [-0.5, 0.5, 0.6], [-0.1, 0.1, 0.1], [-0.5, 0.1, -1.0], [0.0, 0.0, 0.2]], "homo_energy_ev": [-9.002, -8.967], "s_squared": 6.06, "homo_lumo_gap_ha": [0.2138, 0.2085], "max_force_ha_per_bohr": 0.1115, "total_charge": 1, "multiplicity": 5}


{"formula": "C4H3I2O2", "method": "ωB97M-V/def2-TZVPD", "symbols": ["O", "I", "H", "C", "H", "C", "I", "H", "C", "C", "O"], "xyz": [[0.9434, -2.0271, -0.7905], [1.8441, -0.9296, 1.8656], [-0.1657, 1.1899, -1.1733], [0.0249, 0.2103, -0.4865], [0.7886, 1.5591, 1.1999], [0.4991, 0.4989, 0.9162], [-2.3614, 1.8502, 0.8237], [-1.5631, -0.6977, 1.0152], [0.5259, -1.0477, -1.4394], [-0.9394, 0.1503, 0.6552], [0.4036, -0.7566, -2.5861]], "forces_ev_per_a": [[-0.3, 0.2, -0.7], [-0.5, 0.7, 0.0], [0.8, -2.4, 1.7], [-0.5, 2.1, -1.6], [-0.5, -1.6, -0.3], [0.3, 0.7, 0.0], [0.5, -0.5, 0.0], [1.2, 0.5, -0.3], [-0.2, 0.1, 4.1], [-0.7, 0.2, 0.3], [-0.1, 0.2, -3.3]], "homo_energy_ev": -4.628, "homo_lumo_gap_ha": 0.2649, "smiles": "O=C([O-])C1[C@H](I)[C@H]1I", "max_force_ha_per_bohr": 0.0801, "total_charge": -1}


{"formula": "C3H5I", "method": "ωB97M-V/def2-TZVPD", "symbols": ["C", "I", "C", "H", "H", "H", "H", "C", "H"], "xyz": [[0.2907, 0.4771, 0.6573], [0.4792, 0.8065, 2.8140], [0.8010, 1.3170, -0.2054], [1.2529, 2.2919, -0.1568], [-1.6573, -0.3999, 0.4532], [0.4163, 1.0904, -1.1826], [-0.3249, -1.5966, 1.2369], [-0.5257, -0.8499, 0.3880], [-0.4471, -1.3654, -0.6460]], "forces_ev_per_a": [[-0.1, -1.8, 1.5], [0.0, -0.1, -1.0], [-1.1, 0.1, -1.0], [0.3, -0.1, 0.8], [2.5, -1.6, 0.1], [0.4, -0.2, -0.8], [-0.5, 1.2, -1.4], [-1.8, 1.3, 0.3], [0.3, 1.2, 1.7]], "homo_energy_ev": -9.204, "homo_lumo_gap_ha": 0.3587, "smiles": "C=C(C)I", "max_force_ha_per_bohr": 0.0578}